113
Properties=species:S:1:pos:R:3:forces:R:3:mulliken_charge:R:1 method="wB97M-V/def2-TZVPD" spin_multiplicity=1 smiles="C=CC1=C(F)C(=O)c2c(CCCCCCCCCOC)cc([C@@H](Cl)[C@H](C)Cl)c([PH2]=O)c2C1=O.CN(C)C=O.CN(C)C=O.CN(C)C=O.CN(C)C=O" orbital_gap_ev=6.9 energy_ev=-98723.3196 charge=0
C 4.250504 -6.863478 0.786228 -0.5 2.7 -0.5 -0.6047
C 4.160450 -5.473205 0.516688 -0.2 -1.5 -0.1 -0.4777
C 3.473074 -4.806550 -0.740168 -0.7 -1.2 -0.5 0.2746
C 2.336196 -5.351679 -1.417581 1.7 1.3 1.3 0.3688
F 1.724532 -6.556772 -1.005763 1.4 2.7 -1.3 -0.2605
C 1.711860 -4.527810 -2.660093 -0.3 -0.8 -1.0 0.0442
O 1.239325 -5.099391 -3.664043 1.4 2.0 3.5 -0.5133
C 1.809740 -2.924697 -2.490374 0.4 2.4 0.6 -0.0836
C 0.665819 -2.018840 -3.030502 2.8 1.1 1.1 0.2744
C -0.621733 -2.660130 -3.774981 0.4 0.2 1.8 -0.4919
C -1.893955 -1.681188 -3.696783 0.5 -1.2 0.0 -0.5523
C -3.220400 -2.594876 -3.716474 -0.3 0.1 -0.4 -0.6953
C -4.129453 -2.398888 -2.407301 -0.4 0.9 0.2 -0.0874
C -5.705938 -2.397742 -2.700586 -0.2 -1.0 -0.2 -0.4788
C -6.632082 -2.465733 -1.383235 0.6 -0.2 0.6 -0.4803
C -5.919824 -1.908151 -0.045535 -0.7 0.7 -0.3 -0.7629
C -5.660622 -0.304312 -0.141590 0.4 -0.3 0.7 -0.5406
C -4.564689 0.113196 0.975877 -1.1 -0.3 -0.4 -0.5733
O -3.961344 1.409425 0.699784 0.7 -1.2 1.3 -0.3810
C -2.801052 1.506893 1.595436 -0.1 -0.5 0.4 -0.5780
C 0.824788 -0.493856 -2.774594 2.2 -1.8 1.2 -0.8872
C 2.048534 0.133429 -2.010483 -0.3 -2.8 -0.3 0.3495
C 2.031165 1.707824 -1.785006 -1.3 0.1 -1.0 -0.7173
Cl 2.111684 2.194588 0.012464 -0.1 -0.7 -1.3 -0.1489
C 3.057963 2.538027 -2.714120 1.5 -0.1 1.8 0.5444
C 3.654710 3.856581 -2.026149 -0.2 0.8 -0.7 -0.8985
Cl 2.141942 3.037807 -4.223590 0.5 -0.6 0.7 -0.2141
C 3.199609 -0.770773 -1.496940 -3.1 -2.5 -1.8 0.9108
P 4.731540 -0.170139 -0.606804 1.6 3.0 -0.6 0.4890
O 5.043681 1.339201 -0.711098 -1.1 -2.8 0.0 -0.5277
C 3.056904 -2.321400 -1.741997 -2.4 1.3 -1.0 -0.1381
C 4.111011 -3.404763 -1.236626 1.0 -0.7 -0.3 -0.0145
O 5.354565 -3.284823 -1.229522 -4.1 0.0 0.2 -0.4906
H 4.166334 -7.184066 1.886944 1.1 0.3 -1.9 0.2263
H 4.350691 -7.601309 -0.073554 -0.9 0.9 1.4 0.2683
H 4.602003 -4.747647 1.297084 -1.5 -1.0 -1.1 0.2661
H -0.368938 -3.041768 -4.819909 -0.3 0.7 1.4 0.2360
H -0.891966 -3.590782 -3.141900 0.6 1.4 -1.1 0.4165
H -1.811764 -0.950422 -4.572132 -0.5 -0.8 1.3 0.3351
H -1.873093 -1.140055 -2.692574 0.1 -0.5 -1.5 0.2881
H -3.824196 -2.299196 -4.641356 0.6 -0.5 1.3 0.3697
H -2.932196 -3.706732 -3.844404 -0.5 1.8 0.2 0.4075
H -3.917152 -3.173542 -1.579641 -0.1 1.1 -1.4 0.1069
H -3.874645 -1.360430 -1.975587 -0.2 -1.6 -0.5 -0.1341
H -5.928307 -3.356419 -3.303919 0.2 1.6 0.8 0.2431
H -6.048854 -1.516036 -3.341284 0.8 -1.1 0.8 0.3089
H -6.913539 -3.561254 -1.205927 0.3 1.5 -0.2 0.2233
H -7.607068 -1.877464 -1.525211 1.4 -0.8 0.1 0.1500
H -4.958635 -2.480283 0.218647 -1.4 0.9 -0.5 0.3170
H -6.659378 -2.059883 0.812796 1.1 0.1 -1.0 0.4460
H -6.663961 0.225527 0.080512 1.7 -0.7 -0.4 0.4034
H -5.300608 0.018421 -1.179543 -0.5 -0.5 1.5 0.2736
H -5.098469 0.170250 1.992948 0.8 -0.2 -1.3 0.3160
H -3.749999 -0.689215 1.062170 -1.1 1.0 -0.3 0.3712
H -1.878847 1.099282 1.056419 -1.1 0.8 0.7 0.1995
H -2.651665 2.578753 1.977175 -0.3 -1.6 -0.8 0.2413
H -2.995259 0.806349 2.495836 0.5 1.3 -1.2 0.2968
H -0.006843 0.219753 -3.124603 1.5 -1.3 0.6 0.1966
H 0.979764 2.065133 -2.108431 1.7 -0.7 0.7 0.4782
H 3.958839 1.853224 -2.947024 -1.7 1.1 -0.1 0.2547
H 4.556790 3.678268 -1.352977 -1.4 -0.2 -1.0 0.1109
H 2.896448 4.453043 -1.417414 0.9 -1.1 -1.0 0.1491
H 3.982020 4.548404 -2.893389 -0.4 -1.1 1.4 0.3943
H 5.883439 -0.850855 -1.169643 -1.3 -0.1 0.4 0.1465
H 4.742054 -0.541207 0.797479 -0.5 -0.3 -1.0 0.0480
C -11.535071 -4.193451 -3.852109 0.1 0.2 -0.1 -0.9281
N -10.148330 -3.838159 -4.073482 0.4 -0.7 0.1 0.1240
C -9.820968 -2.469453 -4.422990 0.3 -0.1 0.0 -0.7195
C -9.141154 -4.750900 -3.963469 -0.2 0.3 0.0 0.0734
O -7.959758 -4.516974 -4.136113 -0.3 0.1 0.0 -0.5534
H -12.104485 -3.990586 -4.762796 -0.2 -0.1 0.1 0.3319
H -11.930629 -3.590012 -3.031113 -0.2 -0.1 -0.1 0.3363
H -11.631816 -5.250096 -3.597991 0.1 0.1 0.0 0.2938
H -9.315901 -2.457938 -5.391986 0.0 0.2 0.1 0.2938
H -9.142995 -2.059664 -3.670001 0.0 0.1 -0.1 0.0821
H -10.724472 -1.860609 -4.473155 0.1 -0.2 0.0 0.3747
H -9.498446 -5.758081 -3.694604 -0.1 0.0 0.0 0.3016
C 0.850026 9.006312 -0.129283 -0.1 -0.3 0.0 -0.9250
N 1.377363 7.665845 -0.282169 0.8 0.1 0.1 0.1272
C 0.453738 6.566485 -0.487308 0.3 -0.2 0.0 -0.8734
C 2.714824 7.405457 -0.239168 -0.4 0.0 0.0 0.0798
O 3.220013 6.304685 -0.360415 -0.3 0.3 0.1 -0.5345
H 0.184950 9.030638 0.737780 0.0 0.2 -0.1 0.3335
H 0.288913 9.272947 -1.028523 0.0 0.2 0.1 0.3332
H 1.654797 9.728352 0.017149 0.0 -0.1 0.0 0.2892
H 0.578793 5.838099 0.317917 -0.1 -0.1 -0.1 0.2772
H 0.682102 6.079235 -1.438665 -0.1 -0.1 0.1 0.2607
H -0.575182 6.927908 -0.498232 0.2 0.1 0.0 0.3676
H 3.325916 8.308336 -0.079382 -0.1 0.1 0.0 0.2430
C 6.283761 2.466891 1.970119 0.1 0.1 0.3 -0.4322
N 6.498269 1.985525 3.321624 -0.5 -0.8 0.2 0.2237
C 7.353148 2.746826 4.211698 -0.1 -0.3 0.2 -0.9635
C 5.921794 0.841094 3.779972 0.4 0.6 -0.2 0.1361
O 6.060106 0.381961 4.901170 0.2 0.0 -0.4 -0.6601
H 7.247348 2.524224 1.457729 -0.1 0.1 -0.2 0.3401
H 5.831677 3.460881 2.015723 0.0 0.0 -0.2 0.3885
H 5.625287 1.801511 1.414418 0.1 0.1 0.0 -0.2323
H 8.184897 2.116496 4.536236 0.0 0.2 0.1 0.2975
H 6.778128 3.047570 5.091126 0.2 0.1 0.0 0.2600
H 7.739694 3.632282 3.706100 -0.1 -0.1 0.0 0.3903
H 5.293614 0.342207 3.024366 0.0 0.1 -0.1 0.2110
C 4.543263 1.279211 7.235921 0.3 -0.3 0.3 -1.0411
N 4.786104 1.291112 8.666252 -0.2 0.9 0.3 0.1488
C 5.131814 0.049562 9.329091 0.0 0.2 0.2 -0.9556
C 4.699309 2.432521 9.405715 0.0 -0.6 -0.2 0.1131
O 4.890565 2.510294 10.605983 0.0 -0.2 -0.2 -0.5948
H 3.711162 0.602402 7.023346 0.0 0.1 -0.2 0.3048
H 5.441684 0.926439 6.725699 -0.4 0.1 0.0 0.5398
H 4.294109 2.278265 6.873138 0.0 0.0 0.1 0.2821
H 4.387892 -0.164138 10.100759 0.1 -0.1 0.0 0.3135
H 6.109257 0.157759 9.805714 -0.1 -0.2 0.0 0.3001
H 5.162474 -0.771322 8.611676 0.0 0.2 0.0 0.3564
H 4.430909 3.316434 8.804403 0.0 0.0 -0.1 0.2732